(1)
{"formula": "C31H50FKN3O2S3", "method": "ωB97M-V/def2-TZVPD", "elements": ["C", "C", "C", "C", "C", "C", "C", "C", "N", "C", "C", "C", "C", "C", "C", "C", "C", "C", "S", "S", "C", "C", "C", "C", "C", "C", "N", "S", "N", "C", "C", "F", "C", "C", "C", "O", "C", "O", "C", "C", "H", "H", "H", "H", "H", "H", "H", "H", "H", "H", "H", "H", "H", "H", "H", "H", "H", "H", "H", "H", "H", "H", "H", "H", "H", "H", "H", "H", "H", "H", "H", "H", "H", "H", "H", "H", "H", "H", "H", "H", "H", "H", "H", "H", "H", "H", "H", "H", "H", "H", "K"], "coordinates": [[-3.95696, -0.83379, 3.85041], [-5.11734, -1.61311, 3.19427], [-4.70707, -2.74756, 2.20715], [-3.20264, -2.88105, 1.89948], [-2.36070, -3.54184, 3.02601], [-1.42993, -4.68549, 2.56404], [-0.69348, -4.43492, 1.24070], [0.31501, -3.27179, 1.29517], [1.08779, -3.28520, 0.04179], [2.43871, -2.71539, 0.17053], [2.49849, -1.25263, 0.69117], [3.55726, -1.03711, 1.79507], [3.94203, 0.48364, 1.80402], [5.09892, 0.72722, 0.78932], [4.70627, 1.69419, -0.34805], [5.93709, 2.10475, -1.18248], [5.53419, 3.17238, -2.22084], [0.37901, -2.73661, -1.05228], [0.16987, -3.62816, -2.41296], [-0.24435, -1.05700, -0.95658], [-1.62361, -0.95281, -2.13850], [-2.83862, -0.31022, -1.41122], [-2.83755, 1.22748, -1.61500], [-2.37464, 2.02020, -0.39932], [-2.68527, 1.63186, 0.88249], [-2.20045, 2.41898, 1.98598], [-2.42035, 2.10435, 3.26395], [-1.66631, 3.29821, 4.09918], [-1.04355, 4.25399, 2.90537], [-1.41789, 3.63673, 1.78491], [-1.11078, 4.01158, 0.43492], [-0.38834, 5.08844, 0.19434], [-1.56962, 3.22911, -0.58179], [-1.16591, 3.63168, -1.99575], [0.14180, 2.83729, -2.27126], [0.38392, 2.70238, -3.67743], [1.17691, 1.59447, -3.89112], [2.07790, 1.28833, -3.16974], [0.86814, 0.77501, -5.15317], [0.01553, 1.63797, -6.13975], [-3.20339, -0.46977, 3.15396], [-3.51969, -1.45668, 4.63842], [-4.39067, 0.02503, 4.37870], [-5.70868, -2.07994, 3.99119], [-5.78578, -0.89064, 2.71436], [-5.19237, -2.52068, 1.24639], [-5.08191, -3.73339, 2.49787], [-2.73104, -1.91788, 1.65498], [-3.12558, -3.46652, 0.97438], [-1.81951, -2.76092, 3.56846], [-3.07531, -3.97781, 3.73978], [-1.95961, -5.64165, 2.50381], [-0.66675, -4.81519, 3.34422], [-0.10240, -5.33559, 1.02690], [-1.35066, -4.30164, 0.37637], [-0.22316, -2.32693, 1.46734], [1.03010, -3.44113, 2.10852], [2.86502, -2.71582, -0.84018], [3.05275, -3.40587, 0.75808], [2.78926, -0.60608, -0.14531], [1.53649, -0.89075, 1.06805], [3.17472, -1.31721, 2.78525], [4.44779, -1.64514, 1.61006], [4.21866, 0.78424, 2.81760], [3.03322, 1.00705, 1.48199], [5.43694, -0.20842, 0.32948], [5.95479, 1.11526, 1.35573], [3.98640, 1.20972, -1.01946], [4.20702, 2.58272, 0.06378], [6.77100, 2.40656, -0.54329], [6.24820, 1.21773, -1.75191], [6.39254, 3.39008, -2.86486], [5.19581, 4.09851, -1.74581], [4.72274, 2.77790, -2.84065], [-1.28179, -0.32123, -2.96503], [-1.89903, -1.91848, -2.56585], [-3.72532, -0.70024, -1.92484], [-2.86545, -0.62503, -0.36878], [-3.84559, 1.57836, -1.86989], [-2.21504, 1.43150, -2.48766], [-3.28618, 0.75224, 1.07627], [-1.92593, 3.32437, -2.71518], [-1.00540, 4.70652, -2.08109], [-0.00175, 1.84185, -1.82893], [0.97315, 3.31434, -1.74307], [1.82504, 0.50738, -5.60293], [0.34627, -0.14996, -4.88922], [-0.01383, 1.14473, -7.11223], [-0.97003, 1.76381, -5.69252], [0.50903, 2.60511, -6.25553], [-1.01861, 5.47000, 5.61927]], "energy_ha": -3420.0860, "molar_mass_g_mol": 651.1, "homo_ev": -9.98, "fmax_ev_per_a": 1.81, "total_charge": 1}



(2)
{"formula": "C2H2FO2Sm", "method": "ωB97M-V/def2-TZVPD", "elements": ["F", "C", "C", "H", "O", "O", "H", "Sm"], "coordinates": [[1.62621, -1.31624, 0.63021], [0.52474, -0.64150, 0.34284], [-0.66704, -1.05711, 0.00387], [-0.85741, -2.13063, 0.00607], [1.07166, 0.71796, -0.02583], [0.05256, 1.67533, -0.21276], [-0.01139, 2.15011, 0.62903], [-1.73933, 0.60209, -1.37344]], "energy_ha": -984.8044, "s_squared": 9.19, "molar_mass_g_mol": 227.4, "homo_ev": [-19.12, -19.38], "spin_multiplicity": 6, "fmax_ev_per_a": 4.35, "total_charge": 2}



(3)
{"formula": "C26H28N2O7S", "method": "ωB97M-V/def2-TZVPD", "elements": ["C", "C", "O", "C", "C", "C", "C", "S", "O", "O", "N", "C", "C", "C", "C", "C", "O", "C", "C", "O", "N", "C", "C", "C", "C", "C", "C", "O", "O", "C", "C", "C", "C", "C", "C", "C", "H", "H", "H", "H", "H", "H", "H", "H", "H", "H", "H", "H", "H", "H", "H", "H", "H", "H", "H", "H", "H", "H", "H", "H", "H", "H", "H", "H"], "coordinates": [[-3.12878, -2.37634, 3.44223], [-3.79768, -2.39194, 2.07133], [-4.28335, -1.11470, 1.68435], [-3.46917, -0.24885, 1.05292], [-2.08630, -0.38823, 0.91717], [-1.36639, 0.54295, 0.19049], [-2.01320, 1.61243, -0.39450], [-1.06844, 2.76266, -1.37969], [-0.23998, 2.03238, -2.28984], [-1.95211, 3.75427, -1.91650], [-0.08412, 3.53440, -0.24829], [-0.85455, 4.34017, 0.66935], [1.02981, 2.82644, 0.22746], [1.19136, 2.49478, 1.57226], [2.31293, 1.81024, 1.99322], [3.29828, 1.43363, 1.08429], [4.36617, 0.74783, 1.60772], [5.45721, 0.47219, 0.75930], [5.16955, -0.61128, -0.28831], [5.74652, -0.65362, -1.35294], [4.25674, -1.51083, 0.12003], [3.77404, -2.58616, -0.72033], [2.30917, -2.41503, -1.02541], [1.37110, -3.33363, -0.57040], [0.02789, -3.14297, -0.82976], [-0.39700, -2.02646, -1.54538], [-1.85180, -1.84504, -1.76630], [-2.70316, -2.49996, -1.20654], [-2.11511, -0.87158, -2.63791], [-3.47650, -0.58082, -2.90962], [0.53869, -1.10042, -2.00434], [1.87950, -1.30115, -1.74075], [3.14174, 1.76070, -0.25740], [2.02386, 2.45941, -0.67476], [-3.37563, 1.79251, -0.23185], [-4.09982, 0.86979, 0.49066], [-2.83791, -3.38705, 3.71475], [-2.24543, -1.74268, 3.44726], [-3.82468, -1.99805, 4.18705], [-3.13187, -2.78704, 1.29724], [-4.69298, -3.01874, 2.10963], [-1.56509, -1.22814, 1.34594], [-0.30119, 0.43259, 0.06024], [-1.53301, 4.93655, 0.06298], [-0.18525, 4.99823, 1.22153], [-1.44455, 3.74101, 1.37316], [0.44331, 2.77023, 2.29859], [2.44581, 1.55776, 3.03364], [5.81854, 1.37327, 0.25118], [6.25121, 0.10574, 1.41805], [3.80181, -1.36310, 1.00906], [3.95367, -3.54576, -0.22455], [4.36747, -2.54119, -1.63873], [1.69498, -4.20261, -0.01548], [-0.71073, -3.85152, -0.48517], [-3.52644, 0.48026, -3.14533], [-3.81395, -1.17368, -3.76266], [-4.09395, -0.81394, -2.03972], [0.21207, -0.22103, -2.53715], [2.60681, -0.58666, -2.09476], [3.88776, 1.48926, -0.98729], [1.90403, 2.71340, -1.71386], [-3.84612, 2.64454, -0.69632], [-5.16582, 0.97058, 0.61875]], "energy_ha": -2041.9669, "molar_mass_g_mol": 512.6, "homo_ev": -8.39, "fmax_ev_per_a": 1.23, "smiles": "CCOc1ccc(S(=O)(=O)N(C)c2ccc(OCC(=O)NCc3ccc(C(=O)OC)cc3)cc2)cc1", "total_charge": 0}



(4)
{"formula": "C4H9S", "method": "ωB97M-V/def2-TZVPD", "elements": ["C", "S", "H", "H", "H", "C", "C", "C", "H", "H", "H", "H", "H", "H"], "coordinates": [[-1.17958, 1.49657, -0.10548], [-0.46603, 1.33755, -1.67361], [-2.02782, 0.83406, 0.13701], [-1.36203, 2.60579, 0.04615], [-0.49800, 1.20430, 0.82280], [0.45609, -1.13488, 2.30563], [1.16125, -1.78159, 1.04655], [0.74394, -1.61844, -0.17614], [0.61133, -1.75379, 3.21552], [-0.56444, -0.79731, 2.00870], [0.89594, -0.14814, 2.49408], [2.13267, -2.19318, 1.19418], [1.27007, -1.99098, -1.07589], [-0.09135, -0.93141, -0.48815]], "energy_ha": -555.9539, "relative_energy_ev": 1.3731, "molar_mass_g_mol": 89.2, "homo_ev": -2.11, "fmax_ev_per_a": 3.69, "total_charge": -1}